[1]
One molecule with the formula C25H18F2N2O in a non-equilibrium geometry. Source: the Open Molecules 2025 dataset; level of theory: ωB97M-V with the def2-TZVPD basis set.

Molar mass   400.43 g/mol
ΔE to the lowest compared entry with this formula, charge and spin   0.023 eV
Structure (SMILES)   O=C(c1ccc(-c2cc(F)cc(F)c2)cc1)N1Cc2cccn2Cc2ccccc21
HOMO   -8.19 eV
LUMO level   -0.25 eV
Orbital gap   7.940 eV

```
! RIJCOSX wB97M-V def2-TZVPD def2/J DEFGRID3
* xyz 0 1
O 1.19 -0.65 2.97
C 0.47 -0.51 1.99
C 1.09 -0.67 0.66
C 2.29 -1.41 0.52
C 2.93 -1.56 -0.70
C 2.40 -1.01 -1.89
C 3.09 -1.16 -3.15
C 3.68 -2.39 -3.50
C 4.34 -2.49 -4.70
F 5.07 -3.60 -4.97
C 4.31 -1.44 -5.63
C 3.65 -0.24 -5.32
F 3.61 0.80 -6.20
C 3.03 -0.12 -4.11
C 1.17 -0.32 -1.79
C 0.60 -0.14 -0.57
N -0.89 -0.31 2.28
C -1.39 -0.01 3.62
C -1.83 1.42 3.80
C -2.18 1.99 4.99
C -2.58 3.33 4.74
C -2.45 3.55 3.43
N -2.02 2.39 2.79
C -1.89 2.26 1.32
C -2.43 0.94 0.82
C -3.50 0.91 -0.12
C -3.98 -0.29 -0.59
C -3.41 -1.48 -0.19
C -2.34 -1.50 0.73
C -1.87 -0.30 1.28
H 2.72 -1.79 1.43
H 3.89 -2.09 -0.74
H 3.67 -3.25 -2.85
H 4.85 -1.62 -6.55
H 2.50 0.82 -3.86
H 0.60 0.12 -2.60
H -0.28 0.48 -0.54
H -2.26 -0.60 3.82
H -0.66 -0.24 4.40
H -2.11 1.51 5.95
H -2.93 4.07 5.44
H -2.57 4.50 2.97
H -0.83 2.35 1.12
H -2.46 3.04 0.83
H -3.93 1.86 -0.43
H -4.78 -0.28 -1.34
H -3.71 -2.44 -0.59
H -1.88 -2.43 1.03
*
```

---

[2]
C25H18NO5PdSi as an isolated structure. Source: the Open Molecules 2025 dataset; level of theory: ωB97M-V with the def2-TZVPD basis set.

Molar mass   546.93 g/mol
ΔE to the lowest compared entry with this formula, charge and spin   0.000 eV
HOMO   -5.77 eV
LUMO level   2.61 eV
Orbital gap   8.378 eV

```
! RIJCOSX wB97M-V def2-TZVPD def2/J DEFGRID3
* xyz -1 1
Pd -0.05 0.79 1.07
O -3.54 -0.53 2.64
C -2.42 -0.24 2.27
O -2.10 0.45 1.21
C -1.22 -0.80 3.04
C -1.23 -1.53 4.22
C -0.01 -1.89 4.79
C 1.19 -1.51 4.19
C 1.13 -0.78 3.01
N -0.05 -0.49 2.50
C 2.31 -0.22 2.20
O 3.45 -0.46 2.57
O 1.96 0.43 1.13
H -2.19 -1.78 4.65
H 0.00 -2.44 5.72
H 2.16 -1.74 4.60
O 0.06 2.27 -0.28
Si -0.03 3.59 0.64
C 1.03 5.04 0.06
C 1.54 5.99 0.94
C 2.27 7.08 0.48
C 2.51 7.23 -0.87
C 2.03 6.29 -1.77
C 1.29 5.20 -1.30
C 0.52 3.20 2.42
C 1.87 3.04 2.73
C 2.27 2.65 4.00
C 1.33 2.42 4.99
C -0.02 2.61 4.71
C -0.41 3.01 3.44
C -1.80 4.24 0.75
C -2.07 5.51 1.26
C -3.37 5.97 1.41
C -4.44 5.15 1.05
C -4.19 3.88 0.54
C -2.88 3.43 0.39
H 1.37 5.87 2.00
H 2.65 7.81 1.19
H 3.09 8.07 -1.23
H 2.23 6.39 -2.83
H 0.93 4.47 -2.01
H 2.61 3.15 1.95
H 3.33 2.48 4.20
H 1.65 2.10 5.97
H -0.76 2.45 5.48
H -1.47 3.12 3.23
H -1.26 6.16 1.54
H -3.56 6.96 1.80
H -5.46 5.50 1.17
H -5.01 3.23 0.27
H -2.71 2.44 0.00
*
```

---

[3]
C25H19BrCdN9O2S3 as an isolated structure. Source: the Open Molecules 2025 dataset; level of theory: ωB97M-V with the def2-TZVPD basis set.

Molar mass   766.01 g/mol
ΔE to the lowest compared entry with this formula, charge and spin   0.139 eV
HOMO   -4.60 eV
LUMO level   1.98 eV
Orbital gap   6.583 eV

```
! RIJCOSX wB97M-V def2-TZVPD def2/J DEFGRID3
* xyz -1 1
Cd -0.19 0.02 -0.36
S 1.51 0.88 1.25
C 2.93 0.68 0.26
C 4.09 1.31 0.73
C 5.30 1.26 0.05
C 6.44 1.95 0.55
N 7.36 2.53 0.95
C 5.38 0.53 -1.15
C 4.24 -0.11 -1.62
C 3.01 -0.06 -0.96
S 1.70 -0.93 -1.71
C 6.60 0.44 -1.88
N 7.58 0.35 -2.49
H 4.03 1.85 1.66
H 4.30 -0.69 -2.53
N 1.55 2.53 -3.58
C 1.47 2.53 -2.24
N 0.32 2.03 -1.88
C -0.27 1.70 -3.06
N 0.45 2.00 -4.12
C -1.55 1.00 -3.12
C -2.37 1.07 -4.24
N -3.52 0.41 -4.32
C -3.85 -0.32 -3.26
C -3.06 -0.38 -2.12
N -1.91 0.28 -2.06
H 2.31 2.80 -4.18
H 2.25 2.88 -1.58
H -2.09 1.68 -5.09
H -4.78 -0.88 -3.32
H -3.33 -0.96 -1.25
Br 3.37 -6.79 1.62
C 2.10 -5.38 1.41
C 2.50 -4.07 1.53
C 1.56 -3.06 1.38
C 0.24 -3.37 1.07
C -0.14 -4.70 0.95
C 0.79 -5.72 1.13
C -0.72 -2.25 0.77
O -1.19 -2.20 -0.39
O -0.94 -1.39 1.67
H 3.53 -3.82 1.74
H 1.85 -2.03 1.50
H -1.17 -4.95 0.71
H 0.50 -6.76 1.04
C -4.64 3.72 2.39
N -3.97 2.46 2.58
C -4.30 1.59 3.70
C -3.45 0.35 3.43
N -3.04 0.54 2.04
C -3.27 1.79 1.61
S -2.82 2.45 0.15
H -5.72 3.58 2.35
H -4.29 4.14 1.45
H -4.40 4.40 3.21
H -5.37 1.36 3.70
H -4.05 2.07 4.65
H -4.02 -0.57 3.54
H -2.57 0.30 4.08
H -2.29 -0.06 1.69
*
```